Below is the molecule C2H7N3O in a non-equilibrium geometry, with properties calculated with ωB97M-V/def2-TZVPD.

Output
structure (SMILES) = [H]/N=C(\[O-])C[NH2+]N
highest occupied orbital energy = -8.235 eV
molar mass = 89.1 u
LUMO = 0.21 eV
DFT total energy = -319.83578 hartree
relative energy (zero: lowest compared OMol25 entry of this formula, charge and spin) = 3.102 eV
frontier orbital gap = 0.3104 Eh

CARTESIAN COORDINATES (ANGSTROEM)
O (0.07440, 0.99009, 2.60164)
N (-0.17473, 0.07432, -2.12432)
N (0.49716, -1.06055, 1.51630)
N (0.06829, -0.29740, -0.74899)
C (0.20320, 0.22581, 1.64300)
C (-0.16010, 0.80889, 0.24273)
H (-1.12304, 0.43302, -2.18418)
H (0.46932, 1.65656, -0.01969)
H (1.05383, -0.56005, -0.61864)
H (0.79287, -1.43650, 2.41413)
H (-0.10286, -0.76116, -2.69873)
H (-0.38365, -1.15617, -0.23126)
H (-1.21470, 1.08312, 0.20802)

Charges computed using Mulliken, reported in e: -0.687, -0.725, -0.787, -0.052, 0.392, -0.452, 0.269, 0.336, 0.437, 0.231, 0.269, 0.479, 0.291